# 1
11 unconnected molecules or ions with the total composition H22O11 at a distorted geometry. Source: the OMol25 dataset; level of theory: ωB97M-V/def2-TZVPD.

Element x y z (Å)
O  -0.453  -0.370  0.928
H  -0.169  -0.422  0.085
H  0.221  0.258  1.294
O  -2.418  -3.354  -1.636
H  -3.245  -3.717  -1.995
H  -2.273  -3.953  -0.790
O  -0.327  -2.550  -2.712
H  -0.123  -2.471  -1.744
H  -1.237  -2.501  -2.688
O  -1.330  2.147  -2.381
H  -1.502  1.231  -2.624
H  -2.094  2.615  -2.539
O  1.941  2.331  -0.917
H  2.662  2.945  -0.731
H  1.174  2.953  -0.916
O  2.285  0.344  -2.604
H  2.698  -0.092  -1.832
H  1.646  0.931  -2.054
O  2.492  2.535  3.965
H  3.048  2.055  4.611
H  2.775  3.396  3.853
O  -0.728  0.616  2.588
H  -0.958  -0.197  3.028
H  -1.321  0.757  1.780
O  -2.858  0.205  3.898
H  -2.694  0.105  2.969
H  -2.355  -0.394  4.330
O  0.418  -0.167  -4.081
H  1.085  -0.804  -4.403
H  -0.349  -0.597  -3.958
O  0.952  -1.258  2.235
H  1.454  -0.607  2.658
H  1.582  -1.969  2.383

Computed properties:
E_HOMO in eV: -9.31
Energy above the lowest of the compared OMol25 structures with the same formula, charge and spin in kcal/mol: 174.1
Charge: 0
Structure (SMILES): O.O.O.O.O.O.O.O.O.O.O
Molar mass in Da: 198.16



# 2
A single C4H6P2S molecule at a distorted geometry. Source: the OMol25 dataset; level of theory: ωB97M-V/def2-TZVPD.

Element x y z (Å)
P  0.311  0.492  -2.141
C  -0.145  0.436  -0.368
C  -0.606  1.556  0.456
C  -0.600  1.269  1.783
S  -0.085  -0.424  2.109
C  0.301  -0.712  0.433
P  0.749  -2.241  -0.359
H  -0.676  1.333  -2.613
H  -0.286  -0.702  -2.400
H  -0.980  2.507  0.147
H  -1.168  1.725  2.572
H  0.937  -2.881  0.907
H  2.249  -2.359  -0.528

Computed properties:
E_HOMO in eV: -8.28
Energy above the lowest of the compared OMol25 structures with the same formula, charge and spin in kcal/mol: 22.8
Charge: 0
Structure (SMILES): Pc1ccsc1P
Molar mass in Da: 148.11



# 3
3 unconnected molecules or ions with the total composition C6H12ClFNS at a distorted geometry. Source: the OMol25 dataset; level of theory: ωB97M-V/def2-TZVPD.

Element x y z (Å)
C  2.564  -1.770  1.271
C  -0.837  -0.347  -0.226
C  1.617  -1.435  2.118
C  0.218  1.131  -1.755
C  -1.025  2.052  0.142
C  -3.353  -0.333  0.442
N  -0.534  0.849  -0.545
F  0.721  -0.447  1.882
S  -1.937  -0.907  0.986
Cl  2.327  -1.286  -2.434
H  2.876  -1.319  0.409
H  3.340  -2.603  1.429
H  1.031  1.852  -1.424
H  0.751  0.256  -1.837
H  -0.398  1.507  -2.616
H  -2.010  2.661  -0.188
H  -1.311  1.674  1.120
H  -0.314  2.876  0.262
H  -4.297  -0.723  0.871
H  1.397  -1.853  3.061
H  -3.310  0.635  -0.060
H  2.483  -2.471  -2.909

Computed properties:
E_HOMO (alpha / beta) in eV: -13.12 / -13.12
Energy above the lowest of the compared OMol25 structures with the same formula, charge and spin in kcal/mol: 70.2
Charge: +1
Molar mass in Da: 184.69



# 4
3 unconnected molecules or ions with the total composition C13H25N3O6S2 at a distorted geometry. Source: the OMol25 dataset; level of theory: ωB97M-V/def2-TZVPD.

Element x y z (Å)
C  3.650  -1.234  2.510
C  3.013  0.077  2.048
C  3.902  0.951  1.144
N  1.849  0.455  2.413
C  0.857  0.543  1.365
C  -0.394  1.245  1.787
N  -1.133  1.996  2.217
C  0.477  -0.893  0.832
C  1.114  -1.123  -0.500
N  1.677  -1.014  -1.484
H  2.892  -1.812  3.051
H  4.473  -1.030  3.217
H  4.065  -1.775  1.652
H  4.410  0.318  0.402
H  3.266  1.699  0.652
H  4.621  1.492  1.773
H  1.282  1.070  0.487
H  0.823  -1.671  1.521
H  -0.615  -0.981  0.740
C  -5.780  -2.925  3.786
C  -5.360  -1.529  3.368
O  -4.108  -1.136  3.960
S  -2.767  -1.792  3.397
C  -1.628  -0.733  4.219
O  -2.694  -1.557  1.983
O  -2.635  -3.114  3.932
H  -5.090  -3.677  3.407
H  -6.774  -3.155  3.400
H  -5.791  -3.012  4.873
H  -5.303  -1.441  2.281
H  -6.099  -0.808  3.714
H  -1.745  0.276  3.836
H  -0.627  -1.105  4.004
H  -1.814  -0.770  5.290
C  2.354  0.595  -4.007
C  0.911  0.724  -4.451
O  0.623  2.018  -5.017
S  1.179  2.345  -6.477
C  0.269  3.833  -6.734
O  0.714  1.342  -7.386
O  2.569  2.674  -6.387
H  3.035  0.641  -4.858
H  2.512  -0.350  -3.503
H  2.622  1.410  -3.332
H  0.644  -0.062  -5.160
H  0.257  0.618  -3.587
H  -0.792  3.599  -6.775
H  0.600  4.255  -7.681
H  0.487  4.523  -5.923

Computed properties:
E_HOMO in eV: -9.15
Charge: 0
Structure (SMILES): CC(C)=N[C@H](C#N)CC#N.CCOS(C)(=O)=O.CCOS(C)(=O)=O
Molar mass in Da: 383.49



| no. | E (Eh) |
| --- | --- |
| 1 | -840.60266 |
| 2 | -1236.83234 |
| 3 | -1248.36305 |
| 4 | -1922.30976 |